Density functional theory data (wB97M-V/def2-TZVPD) for C14H34Mn2O18S4 as an isolated structure at a distorted geometry.

Summary:
E ... -5802.261105 a.u.
Expectation value of S² ... 30.007
Kohn-Sham gap (alpha / beta) ... 5.12 / 5.12 eV

```
! wB97M-V def2-TZVPD RIJCOSX def2/J DEFGRID3
* xyz 2 11
Mn -1.220 -1.639 3.590
Mn 3.805 -1.010 3.544
O 6.162 -3.191 0.879
C 5.065 -3.259 1.662
O 4.692 -4.311 2.170
O 4.481 -2.163 1.986
H 6.051 -2.262 0.607
O 1.142 0.204 0.755
C 0.995 -0.211 2.010
O -0.164 -0.173 2.516
O 1.965 -0.820 2.486
H 0.286 0.597 0.529
O -3.370 1.565 1.795
S -3.208 1.408 3.208
O -2.554 0.185 3.704
O -2.478 2.748 3.807
C -1.046 2.881 3.644
C -0.623 3.371 2.232
C -4.870 1.546 4.012
H -0.636 1.908 3.925
H -0.751 3.560 4.442
H -1.425 3.227 1.510
H 0.338 2.999 1.881
H -0.497 4.448 2.339
H -5.398 0.596 3.972
H -5.406 2.343 3.502
H -4.659 1.804 5.049
O 1.735 2.897 -0.533
S 0.540 3.508 -1.095
O -0.094 4.642 -0.490
O 0.865 3.940 -2.640
C -0.085 4.674 -3.455
C -0.314 3.992 -4.787
C -0.774 2.291 -1.471
H 0.167 5.707 -3.698
H -0.980 4.716 -2.833
H -0.670 2.969 -4.658
H 0.521 3.921 -5.485
H -1.021 4.599 -5.356
H -1.599 2.870 -1.878
H -1.080 1.889 -0.505
H -0.323 1.591 -2.170
O 5.958 -1.291 -1.209
S 4.818 -0.969 -2.068
O 4.875 0.110 -3.026
O 4.413 -2.345 -2.851
C 4.160 -3.593 -2.204
C 5.146 -4.509 -2.848
C 3.285 -0.697 -1.156
H 3.126 -3.888 -2.396
H 4.231 -3.631 -1.114
H 6.175 -4.160 -2.915
H 4.932 -4.728 -3.897
H 5.080 -5.492 -2.375
H 3.484 0.184 -0.548
H 3.018 -1.530 -0.507
H 2.504 -0.574 -1.902
O -1.083 -1.711 -0.482
S -2.194 -2.086 0.304
O -2.297 -1.910 1.746
O -3.531 -1.458 -0.435
C -4.736 -1.512 0.300
C -5.952 -1.303 -0.561
C -2.578 -3.876 0.012
H -4.636 -0.777 1.104
H -4.840 -2.471 0.819
H -6.859 -1.521 0.001
H -5.877 -1.939 -1.442
H -6.024 -0.249 -0.832
H -3.221 -4.243 0.810
H -1.713 -4.509 -0.168
H -3.226 -3.884 -0.865
*
```

Mulliken population analysis, charges in e, atoms 1 to 6: Mn 1.227; Mn 1.217; O -0.336; C 0.660; O -0.613; O -0.544



Density functional theory data (wB97M-V/def2-TZVPD) for C14H34N2O6V as an isolated structure at a distorted geometry.

Summary:
E ... -2058.636796 a.u.
Expectation value of S² ... 3.757
Relative energy (zero: lowest compared OMol25 entry of this formula, charge and spin) ... 0.000 eV
Kohn-Sham gap (alpha / beta) ... 5.80 / 6.30 eV

```
! wB97M-V def2-TZVPD RIJCOSX def2/J DEFGRID3
* xyz 0 4
V 10.469 4.077 24.408
O 10.265 6.174 25.125
C 8.873 6.368 25.108
C 8.048 5.546 24.084
O 8.324 4.181 23.948
H 8.701 7.460 25.062
H 8.486 6.211 26.139
H 8.011 6.102 23.126
H 6.984 5.692 24.350
C 11.261 -0.297 19.745
O 10.926 0.810 20.560
C 10.205 0.453 21.735
C 9.994 1.773 22.513
N 11.044 2.174 23.470
C 12.308 2.536 22.806
C 12.131 3.623 21.741
O 11.528 4.709 22.412
C 11.033 5.718 21.531
H 11.599 -0.029 18.751
H 10.637 -1.197 19.773
H 12.142 -0.738 20.252
H 10.779 -0.255 22.343
H 9.241 0.082 21.382
H 9.060 1.771 23.078
H 9.818 2.519 21.740
H 11.191 1.404 24.112
H 12.738 1.707 22.229
H 12.999 2.824 23.592
H 11.655 3.314 20.809
H 13.162 3.865 21.441
H 10.598 6.506 22.149
H 10.254 5.329 20.878
H 11.894 6.208 21.068
C 13.653 4.893 24.859
O 12.453 4.275 25.367
C 12.680 3.507 26.540
C 11.368 3.120 27.238
N 10.269 2.797 26.315
C 8.942 3.031 26.930
C 8.766 2.387 28.301
O 9.468 2.912 29.409
C 9.520 2.117 30.570
H 13.748 5.770 25.507
H 13.501 5.357 23.890
H 14.491 4.213 24.988
H 13.292 4.092 27.232
H 13.247 2.611 26.248
H 11.101 3.954 27.882
H 11.553 2.309 27.947
H 10.434 1.836 26.039
H 8.196 2.754 26.182
H 8.772 4.111 26.993
H 8.940 1.315 28.107
H 7.722 2.429 28.641
H 10.297 2.598 31.157
H 9.884 1.105 30.338
H 8.540 1.965 31.031
*
```

Mulliken population analysis, charges in e, atoms 1 to 6: V 0.929; O -0.758; C -0.589; C -0.449; O -0.761; H 0.417



Density functional theory data (wB97M-V/def2-TZVPD) for C14H34N3O5PV as an isolated structure.

Summary:
E ... -2379.180275 a.u.
Expectation value of S² ... 0.754
Relative energy (zero: lowest compared OMol25 entry of this formula, charge and spin) ... 0.311 eV
Kohn-Sham gap (alpha / beta) ... 8.57 / 8.09 eV

```
! wB97M-V def2-TZVPD RIJCOSX def2/J DEFGRID3
* xyz 2 2
V 1.340 -0.369 -0.274
C 2.325 1.346 -2.474
C 3.610 0.884 -1.828
O 3.280 -0.268 -1.013
C 4.314 -0.647 -0.069
C 3.733 -1.728 0.812
O 2.389 -1.395 1.230
C 2.192 -0.707 2.487
C 2.335 0.782 2.307
O 1.530 1.126 1.155
C 1.784 2.434 0.602
C 1.018 2.520 -0.695
O 1.240 1.341 -1.515
H 2.010 0.653 -3.252
H 2.443 2.336 -2.914
H 4.055 1.643 -1.183
H 4.336 0.598 -2.589
H 4.607 0.247 0.486
H 5.182 -1.027 -0.609
H 4.371 -1.894 1.681
H 3.637 -2.662 0.264
H 2.888 -1.078 3.240
H 1.178 -0.963 2.784
H 3.365 1.092 2.123
H 1.965 1.312 3.187
H 2.862 2.550 0.470
H 1.435 3.206 1.290
H 1.286 3.420 -1.249
H -0.052 2.519 -0.501
C -2.598 -3.067 0.950
N -2.845 -1.624 0.855
C -4.222 -1.238 1.176
P -1.847 -0.673 0.004
O -0.403 -1.096 0.313
N -2.123 0.875 0.463
C -2.047 1.196 1.894
C -2.890 1.847 -0.318
N -2.082 -0.726 -1.619
C -3.477 -0.782 -2.088
C -1.169 -1.391 -2.547
H -2.830 -3.404 1.961
H -1.554 -3.292 0.749
H -3.229 -3.618 0.248
H -4.446 -1.507 2.208
H -4.934 -1.748 0.523
H -4.363 -0.166 1.068
H -1.479 0.442 2.434
H -3.041 1.265 2.342
H -1.554 2.162 2.015
H -2.755 1.676 -1.382
H -2.526 2.848 -0.079
H -3.956 1.820 -0.077
H -4.146 -0.268 -1.402
H -3.814 -1.816 -2.192
H -3.556 -0.288 -3.057
H -0.149 -1.417 -2.164
H -1.153 -0.858 -3.497
H -1.468 -2.426 -2.733
*
```

Mulliken population analysis, charges in e, atoms 1 to 6: V 0.713; C -0.640; C -0.562; O -0.157; C -0.575; C -0.630



Density functional theory data (wB97M-V/def2-TZVPD) for C14H35AuN3S2 as an isolated structure at a distorted geometry.

Summary:
E ... -1649.579891 a.u.
Expectation value of S² ... 2.012
Kohn-Sham gap (alpha / beta) ... 9.41 / 4.47 eV

```
! wB97M-V def2-TZVPD RIJCOSX def2/J DEFGRID3
* xyz 3 3
Au -0.867 -0.664 0.131
S -0.841 -0.604 -2.229
S 1.718 2.143 0.514
C 0.821 -0.317 -2.931
C -1.659 0.852 -3.009
C -0.980 2.214 -2.877
N -0.872 2.619 -1.498
C 0.042 3.698 -1.179
C 0.584 3.527 0.239
H -2.662 0.884 -2.569
H -1.729 0.546 -4.062
H -1.563 2.921 -3.493
H 0.018 2.185 -3.328
H -0.453 4.684 -1.194
H 0.870 3.712 -1.894
H -0.256 3.318 0.920
H 1.102 4.439 0.565
C 2.875 2.403 -0.849
H -1.778 2.762 -1.059
H 2.422 2.260 -1.838
H 3.652 1.637 -0.710
H 3.347 3.392 -0.775
H 1.378 -1.247 -2.778
H 1.373 0.515 -2.474
H 0.687 -0.151 -4.011
C -3.957 -0.727 -0.128
C -4.286 -1.863 0.505
H -4.535 -0.386 -0.999
H -3.167 -0.033 0.209
H -5.229 -2.368 0.254
H -3.705 -2.348 1.297
C 2.887 -1.371 0.555
N 1.642 -2.115 0.660
C 1.453 -3.054 -0.438
C 1.375 -2.692 1.986
C -0.041 -2.393 2.525
N -0.520 -0.989 2.268
C -1.819 -0.749 2.924
C 0.447 -0.042 2.850
H 3.047 -1.117 -0.498
H 3.747 -1.935 0.955
H 2.806 -0.431 1.109
H 2.051 -3.978 -0.347
H 0.394 -3.322 -0.497
H 1.731 -2.553 -1.370
H 1.456 -3.797 1.915
H 2.129 -2.335 2.711
H -0.729 -3.116 2.058
H -0.040 -2.539 3.626
H -1.756 -1.072 3.973
H -2.009 0.328 2.937
H -2.624 -1.260 2.386
H 0.462 -0.213 3.940
H 1.422 -0.239 2.401
H 0.141 0.982 2.623
*
```

Mulliken population analysis, charges in e, atoms 1 to 6: Au 0.065; S 0.113; S 0.489; C -0.544; C -0.733; C -0.829



Density functional theory data (wB97M-V/def2-TZVPD) for C14H35Cl2N2PPrS as an isolated structure at a distorted geometry.

Summary:
E ... -2840.691210 a.u.
Expectation value of S² ... 2.004
Relative energy (zero: lowest compared OMol25 entry of this formula, charge and spin) ... 3.877 eV
Kohn-Sham gap (alpha / beta) ... 4.29 / 4.26 eV

```
! wB97M-V def2-TZVPD RIJCOSX def2/J DEFGRID3
* xyz -1 3
Pr 0.080 0.003 0.071
Cl 1.675 1.392 -1.434
Cl -1.282 -1.347 1.708
H -0.130 1.659 0.700
H 0.917 -1.266 -0.851
P -1.699 0.252 -1.719
C -0.876 -0.110 -3.277
C -3.094 -0.770 -1.431
C -1.948 2.053 -1.617
C 0.191 -1.223 -3.339
H -0.362 0.839 -3.508
C -1.967 -0.381 -4.293
H -2.322 -1.418 -4.234
H -1.534 -0.242 -5.292
H -2.823 0.293 -4.208
H 1.163 -0.869 -2.979
H 0.312 -1.517 -4.393
H -0.098 -2.117 -2.770
H -0.954 2.460 -1.886
C -2.328 2.653 -0.247
C -2.964 2.435 -2.678
H -2.541 2.384 -3.684
H -3.269 3.476 -2.502
H -3.866 1.813 -2.625
H -2.127 1.980 0.599
H -3.393 2.927 -0.219
H -1.739 3.571 -0.092
C -2.740 -2.268 -1.368
H -3.594 -0.561 -2.372
C -4.010 -0.355 -0.276
H -2.542 -2.681 -2.364
H -3.596 -2.807 -0.939
H -1.867 -2.464 -0.724
H -3.497 -0.367 0.697
H -4.831 -1.083 -0.226
H -4.444 0.635 -0.447
C 3.002 2.226 2.417
N 3.486 0.947 3.074
C 4.528 1.080 4.021
C 2.981 -0.285 2.807
S 1.794 -0.174 1.690
N 3.161 -1.578 3.185
C 4.119 -2.001 4.140
C 2.345 -2.733 2.618
H 3.570 3.089 2.805
H 1.947 2.414 2.637
H 3.158 2.202 1.335
H 4.172 0.748 4.999
H 5.405 0.532 3.670
H 4.844 2.118 4.146
H 3.612 -2.502 4.973
H 4.812 -2.713 3.677
H 4.715 -1.201 4.563
H 1.281 -2.627 2.847
H 2.486 -2.836 1.538
H 2.679 -3.682 3.076
*
```

Mulliken population analysis, charges in e, atoms 1 to 6: Pr -0.329; Cl -0.556; Cl -0.646; H -0.101; H -0.042; P -0.468



Density functional theory data (wB97M-V/def2-TZVPD) for a 4-piece molecular cluster, C14H35ClN4O7P overall at a distorted geometry.

Summary:
E ... -2101.189675 a.u.
Kohn-Sham gap ... 6.28 eV

```
! wB97M-V def2-TZVPD RIJCOSX def2/J DEFGRID3
* xyz 1 1
O 1.291 -4.891 5.541
P 1.047 -4.176 4.193
N 0.647 -2.510 4.581
C 0.833 -1.391 3.868
N 0.501 -0.051 4.311
C 0.876 0.805 3.237
N 1.416 -0.006 2.207
N 1.384 -1.327 2.564
Cl 1.945 -2.435 1.414
H -0.109 -4.829 3.619
H 2.237 -4.345 3.427
H 0.199 -2.370 5.507
H 0.742 1.936 3.223
H 1.798 0.254 1.283
C -1.006 4.949 5.689
O -1.017 3.574 5.325
C -1.387 2.723 6.411
C -2.848 2.299 6.316
O -3.724 3.410 6.471
C -4.213 3.897 5.229
H -0.997 5.543 4.774
H -1.886 5.230 6.272
H -0.100 5.172 6.262
H -1.180 3.207 7.371
H -0.756 1.831 6.345
H -3.065 1.604 7.134
H -3.045 1.778 5.372
H -5.003 3.237 4.858
H -3.422 3.977 4.478
H -4.634 4.889 5.395
C 0.657 3.289 -1.740
O 1.226 2.077 -1.258
C 0.552 0.921 -1.755
C 1.307 0.288 -2.919
O 1.332 1.150 -4.050
C 2.562 1.854 -4.173
H 1.371 4.094 -1.560
H 0.446 3.251 -2.811
H -0.265 3.508 -1.192
H -0.477 1.164 -2.040
H 0.508 0.200 -0.930
H 0.782 -0.624 -3.223
H 2.324 0.007 -2.622
H 3.330 1.188 -4.577
H 2.898 2.264 -3.218
H 2.412 2.679 -4.870
C 1.148 -5.384 -6.312
O 0.112 -4.870 -7.135
C -1.038 -4.484 -6.388
C -1.078 -2.976 -6.165
O -0.001 -2.542 -5.337
C 1.072 -1.988 -6.089
H 2.072 -5.392 -6.893
H 1.311 -4.775 -5.418
H 0.911 -6.412 -6.017
H -1.082 -5.023 -5.435
H -1.913 -4.775 -6.976
H -2.005 -2.724 -5.640
H -1.076 -2.439 -7.119
H 0.814 -0.973 -6.407
H 1.318 -2.594 -6.964
H 1.951 -1.940 -5.444
*
```

Mulliken population analysis, charges in e, atoms 1 to 6: O -0.602; P 0.348; N -0.198; C 0.415; N -0.275; C -0.126



Density functional theory data (wB97M-V/def2-TZVPD) for a 2-piece molecular cluster, C14H35INP overall.

Summary:
E ... -1247.986951 a.u.
Kohn-Sham gap ... 6.03 eV

```
! wB97M-V def2-TZVPD RIJCOSX def2/J DEFGRID3
* xyz 0 1
C 5.258 3.460 1.275
C 4.671 2.140 0.757
I 4.494 2.239 -1.417
C 3.418 1.675 1.481
P 1.709 2.456 1.067
H 4.847 3.683 2.260
H 6.345 3.399 1.341
H 5.012 4.303 0.630
H 5.422 1.354 0.845
H 3.319 0.587 1.370
H 3.570 1.877 2.549
H 1.859 1.875 -0.267
H 1.035 1.143 1.510
H 1.530 2.989 2.420
H 2.361 3.696 0.624
H 0.364 2.983 0.674
C -0.948 -2.703 2.347
C -0.365 -1.323 2.053
C -1.315 -0.373 1.318
C -2.119 -0.899 0.133
N -1.453 -1.057 -1.221
C -1.310 0.262 -1.937
C -0.030 0.885 -1.408
C 0.872 -0.302 -1.017
C -0.025 -1.543 -1.111
C -2.246 -2.032 -2.052
C -3.654 -1.624 -2.466
C -4.766 -1.738 -1.419
H -1.192 -3.260 1.438
H -0.233 -3.308 2.905
H -1.860 -2.632 2.945
H 0.586 -1.418 1.530
H -0.113 -0.836 2.996
H -0.791 0.555 1.080
H -2.092 -0.083 2.033
H -2.940 -0.211 -0.048
H -2.549 -1.870 0.372
H -1.239 0.021 -2.999
H -2.199 0.864 -1.764
H -0.228 1.519 -0.546
H 0.430 1.528 -2.153
H 1.291 -0.151 -0.024
H 1.711 -0.397 -1.704
H 0.038 -2.224 -0.268
H 0.180 -2.111 -2.017
H -2.264 -2.971 -1.495
H -1.649 -2.184 -2.949
H -3.900 -2.300 -3.288
H -3.642 -0.625 -2.904
H -4.657 -2.643 -0.818
H -5.734 -1.790 -1.916
H -4.806 -0.885 -0.745
*
```

Mulliken population analysis, charges in e, atoms 1 to 6: C -1.123; C -0.227; I -0.113; C -1.067; P 0.166; H 0.308



Density functional theory data (wB97M-V/def2-TZVPD) for C14H36AsF6O12Ti as an isolated structure at a distorted geometry.

Summary:
E ... -5142.255753 a.u.
Expectation value of S² ... 3.751
Kohn-Sham gap (alpha / beta) ... 5.86 / 9.12 eV

```
! wB97M-V def2-TZVPD RIJCOSX def2/J DEFGRID3
* xyz 0 4
Ti 3.881 -0.234 0.588
As 0.966 0.971 0.072
F 1.922 -0.515 -0.559
F 2.121 1.196 1.385
F 0.070 2.420 0.562
F -0.098 0.937 -1.336
F -0.175 -0.034 1.031
F 2.117 1.893 -0.920
C 2.891 -3.999 0.051
O 2.734 -3.277 -1.168
H 2.727 -5.073 -0.036
H 3.850 -3.884 0.556
H 2.074 -3.685 0.701
H 1.784 -3.141 -1.173
C -3.353 -2.263 0.555
O -3.203 -2.225 -0.770
H -4.222 -1.686 0.872
H -3.232 -3.287 0.910
H -2.428 -1.950 1.038
H -3.751 -2.953 -1.072
C 3.387 0.239 -3.602
O 4.077 -0.906 -4.025
H 4.020 0.889 -2.998
H 3.070 0.902 -4.407
H 2.535 0.020 -2.959
H 4.581 -0.670 -4.807
C 1.723 -1.351 2.966
O 3.009 -1.683 2.509
H 1.029 -1.537 2.146
H 1.517 -2.042 3.783
H 1.643 -0.295 3.227
H 3.630 -1.466 3.209
C 5.174 2.872 -0.739
O 5.517 1.744 0.073
H 4.317 3.511 -0.523
H 6.009 3.494 -1.061
H 4.867 2.369 -1.655
H 6.046 1.195 -0.511
C -0.627 -2.462 -3.048
O 0.065 -2.670 -1.810
H -0.148 -1.730 -3.698
H -0.649 -3.457 -3.491
H -1.589 -2.080 -2.707
H -0.127 -1.911 -1.255
C -2.521 1.572 2.590
C -1.383 0.869 3.413
C -1.577 1.189 4.876
O -1.828 -0.083 5.571
C -1.773 -1.031 4.669
O -1.800 -2.260 4.878
O -1.639 -0.484 3.452
H -3.489 1.511 3.089
H -2.559 1.159 1.583
H -2.237 2.624 2.571
H -0.363 1.074 3.087
H -2.440 1.847 4.976
H -0.695 1.637 5.334
C -3.066 0.838 -2.711
C -3.638 1.655 -1.611
C -2.860 2.939 -1.229
O -3.576 3.982 -1.877
C -4.803 3.513 -2.180
O -5.670 4.151 -2.711
O -4.754 2.173 -2.245
H -2.799 1.453 -3.570
H -3.782 0.037 -2.892
H -2.066 0.430 -2.556
H -3.710 1.004 -0.740
H -1.809 2.882 -1.510
H -2.915 3.135 -0.158
*
```

Mulliken population analysis, charges in e, atoms 1 to 6: Ti 0.470; As 2.268; F -0.218; F -0.477; F -0.462; F -0.413